DFT (wB97M-V/def2-TZVPD) results for a 28-piece molecular cluster, C14H73B3N4O30S overall at a distorted geometry.

Values from the calculation:
E_HOMO, eV: -8.4
E, Ha: -3526.118092
Orbital gap, eV: 7.08
F_max, eV/A: 6.065

Structure (ORCA input):
```
! RIJCOSX wB97M-V def2-TZVPD def2/J DEFGRID3
* xyz 0 1
C 5.91 -1.94 2.21
C 5.34 -0.44 1.92
B 4.17 -0.05 3.00
O 4.61 0.55 4.23
C 2.59 -0.33 2.65
C 2.26 -1.75 2.04
C 0.73 -2.06 1.65
B 0.44 -3.55 1.05
C 0.06 -4.70 2.17
O 0.45 -3.91 -0.34
C -0.37 -0.94 1.86
B -1.94 -1.20 1.44
O -2.68 -0.16 0.71
N -2.67 -2.46 1.72
C -3.88 -2.65 0.87
C -3.00 -2.63 3.17
C 0.00 0.50 2.51
N -1.07 1.41 2.70
C -0.62 2.64 3.23
N -1.62 3.73 3.48
C -2.04 4.12 2.32
S -2.76 4.45 0.86
C 0.86 2.94 3.58
N 1.96 2.05 3.45
C 1.48 0.83 2.91
H 5.79 -2.17 3.32
H 5.33 -2.74 1.64
H 7.01 -2.01 1.91
H 6.23 0.28 1.97
H 4.84 -0.40 0.89
H 5.38 1.15 4.08
H 3.05 -2.54 1.87
H 0.79 -5.55 1.99
H -1.02 -5.01 1.96
H 0.17 -4.29 3.23
H 1.07 -3.36 -0.86
H -2.01 0.19 0.07
H -4.17 -3.76 0.81
H -4.81 -2.10 1.27
H -3.73 -2.32 -0.22
H -2.12 -2.39 3.85
H -3.93 -2.05 3.51
H -3.23 -3.75 3.33
H 1.10 4.00 3.97
O -3.25 -3.66 -2.20
H -2.29 -3.79 -2.18
H -3.35 -2.75 -2.52
O -3.16 -2.71 -4.64
H -3.46 -3.62 -4.52
H -2.34 -2.80 -5.16
O -3.29 3.75 -2.73
H -4.16 3.97 -3.08
H -3.32 4.04 -1.81
O 0.69 3.85 0.48
H -0.19 4.08 0.13
H 0.66 4.14 1.40
O -0.77 -0.96 -5.71
H -1.06 -0.06 -5.53
H -0.90 -1.06 -6.66
O 4.93 3.26 1.32
H 5.03 2.64 0.58
H 4.10 3.00 1.74
O -2.97 0.61 -6.33
H -3.42 -0.22 -6.51
H -3.58 1.09 -5.76
O -1.16 2.02 -4.11
H -1.62 1.19 -4.29
H -1.77 2.51 -3.53
O 2.84 -0.99 6.70
H 3.42 -0.53 6.08
H 2.08 -1.25 6.16
O 3.38 -5.09 2.06
H 3.11 -5.59 1.29
H 3.24 -5.69 2.80
O 6.62 1.53 -0.67
H 7.17 2.28 -0.94
H 6.64 0.94 -1.43
O -4.62 -6.12 -1.53
H -4.09 -5.37 -1.83
H -4.61 -6.72 -2.28
O -4.82 1.76 -0.40
H -4.03 1.99 -0.91
H -4.51 1.06 0.20
O -5.15 4.81 3.30
H -5.46 3.90 3.39
H -4.34 4.73 2.78
O -4.73 2.05 3.19
H -4.91 1.17 3.54
H -3.77 2.05 3.06
O -1.49 -4.74 -4.07
H -1.67 -5.61 -3.69
H -0.54 -4.73 -4.20
O 1.50 0.31 0.02
H 1.23 1.22 0.20
H 1.39 0.22 -0.93
O 1.70 2.16 -2.60
H 0.83 2.37 -2.97
H 1.64 2.48 -1.69
O 3.55 1.28 -5.07
H 3.09 0.45 -5.25
H 2.94 1.77 -4.50
O 5.64 2.85 -3.30
H 6.22 3.30 -3.93
H 4.88 2.59 -3.84
O -5.76 6.03 -0.31
H -5.02 6.43 0.16
H -6.34 5.71 0.38
O 2.08 5.47 5.18
H 2.99 5.50 4.85
H 1.89 6.38 5.43
O 8.33 -0.88 -0.89
H 9.24 -0.86 -1.22
H 8.15 0.04 -0.65
O 8.25 -3.77 -0.19
H 9.20 -3.92 -0.14
H 8.16 -2.86 -0.50
O -5.88 -1.51 4.39
H -6.34 -2.34 4.22
H -6.49 -1.02 4.96
O -5.53 1.08 -4.77
H -5.99 0.25 -4.95
H -6.14 1.56 -4.20
O -4.48 2.50 -7.58
H -4.18 3.41 -7.58
H -3.67 1.99 -7.72
*
```